Entry 1:
The following is a DFT calculation (ωB97M-V/def2-TZVPD) of the molecule C6H14O.

Properties
- ΔE to the lowest compared entry with this formula, charge and spin: 0.713 eV
- F_max: 2.0 eV/Å
- Net charge: 0
- Structure (SMILES): CC(C)C[C@@H](C)O
- Calculated total energy: -8496.180 eV
- 2S+1: 1
- Gap between HOMO and LUMO: 11.12 eV
- Highest occupied orbital energy: -10.167 eV

XYZ file:
```
21
Properties=species:S:1:pos:R:3:forces:R:3
C -0.72225 0.64876 -1.75433 -0.040 0.014 -0.031
C 0.50309 -0.00224 -1.11089 0.048 0.011 -0.037
C 1.06145 -1.10979 -1.99640 0.046 -0.052 -0.103
C 0.20252 -0.56184 0.27495 -0.081 -0.032 0.055
C -0.30141 0.48144 1.24591 -0.055 -0.362 0.304
C -0.54290 -0.07668 2.67464 -0.130 0.072 -0.373
O 0.55411 1.61043 1.24015 0.079 0.130 0.103
H -0.46573 1.04292 -2.74387 -0.066 -0.046 0.123
H -1.11192 1.47748 -1.15324 0.113 -0.111 -0.121
H -1.53173 -0.08217 -1.88363 0.114 0.068 0.011
H 1.27044 0.77247 -0.98292 -0.088 -0.122 -0.059
H 1.32239 -0.72546 -2.98708 -0.008 -0.077 0.068
H 0.31986 -1.90866 -2.12692 0.097 0.099 -0.004
H 1.95997 -1.55591 -1.55374 -0.126 0.068 -0.082
H 1.08939 -1.07914 0.67083 -0.110 0.235 0.024
H -0.60127 -1.31186 0.22847 0.179 -0.034 -0.188
H -1.33707 0.77189 0.92653 0.922 0.110 -0.247
H 0.00672 0.36736 3.51190 0.198 0.143 -0.476
H -0.49911 -1.17006 2.79898 -0.053 0.408 -0.355
H -1.54637 0.28246 2.68688 -1.084 -0.459 1.602
H 0.36983 2.12861 2.03377 0.046 -0.061 -0.215
```
Positions in Å, forces in eV/Å.

***

Entry 2:
The following is a DFT calculation (ωB97M-V/def2-TZVPD) of a cluster of 12 separate species, C20H50FN11O27S in total.

Properties
- F_max: 6.5 eV/Å
- Net charge: 0
- Structure (SMILES): CCOCCCCC[C@]1(F)COS(=O)(=O)O1.C[N+](=O)[O-].C[N+](=O)[O-].C[N+](=O)[O-].C[N+](=O)[O-].C[N+](=O)[O-].C[N+](=O)[O-].C[N+](=O)[O-].C[N+](=O)[O-].C[N+](=O)[O-].C[N+](=O)[O-].C[N+](=O)[O-]
- Calculated total energy: -106743.625 eV
- 2S+1: 1
- Gap between HOMO and LUMO: 8.17 eV
- Highest occupied orbital energy: -8.821 eV

XYZ file:
```
110
Properties=species:S:1:pos:R:3:forces:R:3
C -3.70022 2.04983 3.25545 0.038 0.026 0.090
C -4.21266 3.43334 2.89022 -0.073 0.000 0.122
O -4.03741 3.79311 1.53641 -0.079 -0.101 -0.023
C -2.69458 3.83898 1.09638 0.200 0.064 -0.085
C -2.28053 2.57068 0.34329 -0.252 0.060 0.046
C -1.23944 2.80707 -0.75321 -0.001 -0.111 0.002
C -0.09575 3.77858 -0.38878 0.057 -0.176 -0.126
C 1.26627 3.11419 -0.60814 0.065 0.105 0.040
C 1.43419 1.87943 0.25988 -0.117 0.076 0.008
F 0.56994 1.91857 1.32143 0.114 -0.026 0.113
C 2.82072 1.56610 0.82136 0.072 -0.102 -0.175
O 2.89195 0.12222 0.90617 0.045 -0.090 0.265
S 1.62157 -0.57396 0.27856 -0.194 -0.059 -0.365
O 0.68656 -0.93723 1.28664 0.116 0.036 0.011
O 2.01585 -1.56205 -0.66450 0.137 0.084 0.066
O 1.11666 0.70923 -0.50545 -0.066 -0.094 0.075
H -3.94045 1.84493 4.30212 -0.005 -0.008 -0.033
H -2.61526 1.96912 3.15238 -0.088 0.000 -0.013
H -4.17171 1.28521 2.63813 0.053 -0.022 -0.035
H -3.74911 4.19129 3.53843 0.036 -0.029 -0.021
H -5.29097 3.47900 3.05551 0.030 0.031 0.016
H -2.03096 4.03438 1.95060 -0.026 -0.019 -0.025
H -2.61942 4.69664 0.42439 -0.039 -0.027 0.026
H -3.18687 2.17569 -0.11919 0.058 -0.011 -0.005
H -1.93561 1.79735 1.03341 0.011 0.076 -0.001
H -0.79508 1.84032 -0.99312 -0.216 0.036 -0.138
H -1.74049 3.11583 -1.67434 0.035 0.180 0.080
H -0.12051 4.68203 -1.00007 -0.062 0.002 0.036
H -0.17318 4.09617 0.65088 0.031 0.048 -0.054
H 1.35461 2.78832 -1.64697 0.110 0.037 0.019
H 2.08985 3.80593 -0.40552 -0.042 -0.031 0.047
H 2.94165 1.98978 1.81502 0.016 -0.021 -0.008
H 3.61542 1.88297 0.14923 -0.025 0.063 0.010
C -0.51126 1.77755 -5.46077 -0.028 -0.060 0.024
N -1.68862 2.63805 -5.16362 0.062 -0.076 0.051
O -2.44036 2.26612 -4.28995 -0.173 0.080 -0.011
O -1.81558 3.66234 -5.80555 0.052 -0.002 -0.045
H -0.56004 0.92197 -4.79621 0.006 0.016 -0.002
H -0.57652 1.49730 -6.50878 0.013 0.045 -0.014
H 0.37868 2.37845 -5.29628 -0.012 0.033 -0.043
C 1.63277 -3.67973 2.25431 -0.004 -0.039 0.106
N 0.90358 -4.97198 2.27684 0.740 -0.906 0.013
O -0.29574 -4.95700 2.48644 4.365 -4.877 -0.163
O 1.55679 -5.97996 2.10762 0.056 0.122 -0.142
H 0.91875 -2.88329 2.41864 0.254 0.120 -0.070
H 2.37761 -3.72618 3.04355 0.008 -0.040 -0.050
H 2.10251 -3.59094 1.27824 0.006 -0.010 0.011
C -1.80868 -2.20520 -1.81636 0.183 -0.041 0.127
N -2.00238 -0.73290 -1.94045 -0.095 0.024 0.060
O -2.81376 -0.18523 -1.23261 0.089 -0.136 -0.081
O -1.31070 -0.17316 -2.77365 0.137 -0.004 -0.033
H -2.37796 -2.58554 -0.97711 -0.177 0.127 -0.025
H -2.10764 -2.64017 -2.76513 -0.041 -0.020 0.007
H -0.74331 -2.36151 -1.66383 0.022 0.008 -0.069
C 1.16302 -6.80164 5.42688 -0.042 -0.017 0.044
N 1.59096 -5.48165 5.96963 -0.035 0.074 0.130
O 0.97526 -5.03166 6.91570 -0.039 -0.015 -0.036
O 2.53314 -4.93042 5.43951 -0.058 -0.062 -0.164
H 0.33612 -7.15625 6.02948 0.004 -0.001 0.005
H 0.87020 -6.65502 4.39088 0.052 -0.024 -0.005
H 2.02169 -7.46373 5.48328 0.014 0.016 -0.046
C -1.70281 -3.58864 2.74705 -2.323 2.788 -0.059
N -2.43741 -2.46368 2.10132 -0.468 -0.058 0.565
O -3.18464 -2.72823 1.17769 0.017 0.052 -0.186
O -2.23591 -1.35290 2.53901 0.032 0.259 -0.076
H -1.98352 -4.50975 2.25258 -0.838 0.782 -0.055
H -0.64211 -3.38161 2.64751 -1.783 1.668 0.146
H -1.98068 -3.59085 3.79717 -0.038 -0.025 0.097
C 1.45455 -0.34515 4.34604 0.000 -0.046 -0.001
N 1.27449 0.98940 4.98119 -0.008 0.042 -0.033
O 0.36718 1.69122 4.58671 0.025 -0.018 0.009
O 2.06680 1.29164 5.85049 -0.001 0.009 0.018
H 0.68540 -0.47837 3.59594 -0.055 0.051 0.014
H 2.45269 -0.35717 3.91332 0.013 -0.037 0.019
H 1.39745 -1.08742 5.13787 0.032 0.012 0.017
C 6.18919 -3.04607 2.20141 -0.004 -0.024 0.022
N 5.19499 -2.17204 2.88295 0.013 0.117 -0.014
O 4.30015 -2.70832 3.50605 0.015 0.043 0.004
O 5.34125 -0.97463 2.76778 -0.007 -0.046 0.000
H 5.92236 -4.07711 2.39766 0.005 0.000 0.003
H 6.14917 -2.80594 1.14302 0.011 0.010 0.000
H 7.16563 -2.79216 2.60273 0.002 0.008 -0.011
C -2.21707 -4.18150 7.95268 0.026 0.009 0.056
N -3.30754 -5.11816 7.56771 -0.021 0.004 -0.032
O -3.98478 -5.60151 8.44798 0.012 -0.003 -0.007
O -3.44082 -5.33804 6.37950 0.032 -0.003 -0.007
H -2.21699 -4.07959 9.03087 -0.025 -0.008 -0.003
H -1.28776 -4.60694 7.58588 0.020 0.029 -0.006
H -2.41689 -3.23666 7.45621 0.003 0.001 -0.017
C 2.95310 0.02175 -7.31889 0.000 -0.013 -0.050
N 2.23562 1.31718 -7.47536 0.090 0.010 -0.025
O 1.39670 1.40116 -8.34899 -0.064 -0.013 -0.004
O 2.53655 2.21121 -6.71290 0.000 -0.034 0.016
H 2.57782 -0.66425 -8.06784 0.004 0.005 -0.002
H 4.01102 0.22748 -7.45080 0.002 0.003 0.009
H 2.76404 -0.32797 -6.30803 0.012 0.010 0.006
C -3.62370 5.16657 -3.54343 -0.038 0.095 -0.037
N -3.64472 6.25122 -2.52448 -0.008 -0.053 0.017
O -3.79062 7.39473 -2.90229 0.002 0.000 -0.001
O -3.50712 5.90798 -1.36762 0.018 0.097 -0.042
H -3.75853 5.61038 -4.52137 0.002 -0.007 -0.002
H -2.66522 4.66697 -3.46214 -0.025 -0.012 0.033
H -4.41886 4.47239 -3.28994 0.035 -0.035 0.011
C 2.18585 2.99076 -11.29409 -0.051 0.002 0.016
N 3.01943 2.00428 -12.03387 0.004 -0.008 0.025
O 2.88344 1.92292 -13.23437 0.005 -0.001 0.009
O 3.78743 1.33731 -11.36776 0.002 -0.013 0.009
H 1.55036 3.50933 -12.00103 0.026 -0.019 -0.032
H 1.61274 2.43076 -10.56074 0.006 0.039 0.022
H 2.86872 3.66633 -10.78767 -0.007 -0.001 0.015
```
Positions in Å, forces in eV/Å.

***

Entry 3:
The following is a DFT calculation (ωB97M-V/def2-TZVPD) of the molecule C4H4IN.

Properties
- ΔE to the lowest compared entry with this formula, charge and spin: 1.229 eV
- F_max: 4.2 eV/Å
- Net charge: 0
- Structure (SMILES): IC1=NCC=C1
- Calculated total energy: -13801.826 eV
- 2S+1: 1
- Gap between HOMO and LUMO: 9.63 eV
- Highest occupied orbital energy: -9.309 eV

XYZ file:
```
10
Properties=species:S:1:pos:R:3:forces:R:3
I 3.13202 -0.73546 0.00193 0.347 -0.087 0.121
C 1.11148 -0.36413 0.00272 -1.176 -3.532 -1.522
N 0.26031 -1.23482 -0.53718 2.834 1.917 0.828
C -0.98160 -0.57897 -0.39076 -3.801 -1.310 -1.142
C -0.77279 0.79245 0.15303 0.335 1.104 1.145
C 0.51864 0.81262 0.50775 1.118 1.204 0.107
H -1.50073 -1.32264 0.37142 0.275 1.780 -1.342
H -1.61136 -0.60681 -1.40647 1.288 -0.047 2.211
H -1.36277 1.71786 0.32060 -0.315 -1.349 -0.285
H 1.20682 1.51990 0.97696 -0.905 0.319 -0.121
```
Positions in Å, forces in eV/Å.

***

Entry 4:
The following is a DFT calculation (ωB97M-V/def2-TZVPD) of a structure of composition C44H39GeN2O2PSTeW.

Properties
- ΔE to the lowest compared entry with this formula, charge and spin: 0.000 eV
- F_max: 0.5 eV/Å
- Net charge: 0
- Calculated total energy: -139094.246 eV
- 2S+1: 3
- Gap between HOMO and LUMO (spin up / spin down): 5.85 / 6.43 eV
- Highest occupied orbital energy (spin up / spin down): -6.629 / -6.676 eV

XYZ file:
```
92
Properties=species:S:1:pos:R:3:forces:R:3
W -1.88073 0.14731 -0.50411 -0.003 0.346 -0.166
O -1.32401 -0.11661 7.53109 -0.068 0.055 -0.084
C -0.70626 -0.52674 6.39782 -0.092 0.049 -0.017
O 0.26766 -1.21960 6.48192 0.063 -0.044 -0.029
C -1.28638 -0.08398 5.08861 0.027 -0.009 0.176
C -0.64977 -0.52876 3.93628 0.042 -0.052 -0.112
C -1.11769 -0.15723 2.69538 0.076 -0.056 -0.065
C -2.22480 0.67403 2.54994 -0.130 0.068 -0.375
C -2.86949 1.11712 3.70286 -0.027 0.019 0.206
C -2.39968 0.73711 4.95123 -0.119 0.068 -0.040
N -2.62388 1.01365 1.23457 0.169 0.048 0.441
C -3.74409 1.75202 1.04558 -0.011 0.022 0.116
C -4.04284 2.08293 -0.24961 0.084 0.054 -0.040
C -5.16569 2.87009 -0.64794 0.077 0.022 0.054
C -5.29031 3.27447 -1.92721 -0.011 0.060 -0.186
C -4.26230 2.92507 -2.86205 -0.159 0.095 0.020
C -3.24736 2.12401 -2.48171 0.062 -0.159 0.326
N -3.13552 1.60233 -1.19985 -0.140 -0.044 0.063
H -2.08931 0.43054 7.32005 0.041 -0.034 0.028
H 0.21921 -1.16338 4.03198 0.018 -0.042 -0.032
H -0.59282 -0.50632 1.81321 0.042 -0.025 -0.030
H -3.73451 1.76211 3.65048 0.050 -0.021 0.028
H -2.94257 1.11294 5.81228 0.007 0.007 -0.002
H -4.39055 2.05560 1.85421 0.061 0.022 0.014
H -5.89259 3.13903 0.10859 0.031 -0.017 -0.013
H -6.13687 3.87085 -2.24129 0.035 -0.009 -0.012
H -4.28352 3.29245 -3.87850 -0.016 0.007 0.011
H -2.46509 1.85763 -3.17320 0.079 -0.044 0.005
C 0.32379 0.31464 -0.97429 -0.210 0.074 -0.223
Ge 2.05532 0.24848 -0.05311 0.204 0.026 -0.066
C 2.95811 1.87117 0.52900 0.018 0.184 0.038
C 4.35556 1.86474 0.53692 -0.043 0.185 0.041
C 5.06696 2.99248 0.93219 -0.048 -0.041 -0.012
C 4.39132 4.14262 1.31890 0.004 -0.041 -0.012
C 3.00311 4.16009 1.32645 0.001 -0.058 -0.011
C 2.29413 3.03012 0.93774 -0.012 -0.096 0.047
C 2.05635 -1.04069 1.41040 -0.115 -0.132 0.195
C 2.78360 -0.79099 2.57776 -0.063 -0.127 -0.041
C 2.85853 -1.74405 3.58988 -0.016 -0.014 -0.081
C 2.20955 -2.96486 3.44775 -0.017 0.075 -0.015
C 1.47653 -3.22864 2.29640 -0.044 0.020 0.002
C 1.40070 -2.27179 1.29040 0.053 0.043 0.033
C 3.18414 -0.56091 -1.45261 0.089 0.056 -0.103
C 3.68071 0.21326 -2.50807 0.025 -0.131 0.015
C 4.37325 -0.36990 -3.56246 -0.029 -0.030 0.062
C 4.58774 -1.74331 -3.57982 -0.006 0.018 0.038
C 4.10971 -2.52638 -2.53800 -0.027 0.075 0.004
C 3.41396 -1.93761 -1.48549 0.023 0.021 -0.070
H 4.89567 0.97628 0.22685 -0.014 0.021 -0.015
H 6.14980 2.97358 0.93247 -0.009 0.004 -0.001
H 4.94601 5.02416 1.61522 -0.001 -0.015 0.006
H 2.47216 5.05223 1.63548 0.008 -0.018 -0.003
H 1.20846 3.05319 0.96409 0.017 -0.012 -0.056
H 3.29764 0.15655 2.70042 -0.025 -0.019 0.006
H 3.41510 -1.52971 4.49455 -0.031 -0.006 -0.033
H 2.25491 -3.69967 4.24219 0.018 0.025 -0.021
H 0.95272 -4.17380 2.18474 0.051 0.128 0.012
H 0.82467 -2.50470 0.39680 -0.006 0.027 0.055
H 3.53007 1.28655 -2.50968 0.011 -0.007 0.001
H 4.74542 0.24718 -4.37183 0.000 -0.006 0.027
H 5.13631 -2.19846 -4.39654 -0.041 0.017 0.026
H 4.28062 -3.59637 -2.54127 0.001 0.018 0.010
H 3.05629 -2.56468 -0.67568 0.036 0.010 -0.030
Te -3.99880 -1.60259 -0.30985 -0.085 -0.256 -0.132
C -2.97857 -3.18259 0.63089 -0.030 -0.045 0.090
C -3.18924 -3.69682 1.87782 0.106 -0.059 0.104
C -2.37277 -4.83494 2.16383 -0.060 0.141 0.035
C -1.55109 -5.16468 1.13125 -0.005 0.046 0.005
S -1.78255 -4.10114 -0.19091 0.069 0.009 -0.135
H -3.89818 -3.26904 2.57543 0.036 -0.046 -0.048
H -2.39387 -5.37085 3.10321 -0.011 0.017 -0.033
H -0.82489 -5.96118 1.07722 -0.045 0.002 0.019
C -0.55916 -2.30036 -3.23089 -0.048 -0.036 0.092
P -1.48622 -0.77736 -2.83325 0.179 -0.098 -0.471
C -2.85432 -0.89229 -4.02780 0.036 0.013 0.020
C -0.38634 0.56849 -3.36716 -0.023 0.058 0.196
C 0.33666 1.10246 -2.27366 -0.040 -0.206 0.029
C 0.98677 2.32021 -2.46764 -0.025 -0.076 -0.037
C 0.96652 2.95186 -3.70669 -0.023 -0.046 0.016
C 0.31169 2.38007 -4.78899 0.019 0.047 0.049
C -0.37414 1.18599 -4.60897 0.004 -0.055 -0.036
H -0.35706 -2.30063 -4.30233 0.028 -0.039 -0.015
H -1.15284 -3.17626 -2.96952 0.002 -0.001 -0.003
H 0.39088 -2.33995 -2.69610 -0.018 0.020 -0.010
H -2.49437 -0.73770 -5.04471 -0.021 -0.041 -0.024
H -3.64080 -0.17517 -3.80267 0.011 0.037 0.006
H -3.27433 -1.89439 -3.94879 -0.033 -0.005 0.024
H 0.45086 -0.73477 -1.29754 -0.062 -0.071 0.004
H 1.52679 2.77438 -1.64888 0.029 0.053 0.067
H 1.47538 3.90064 -3.82661 0.007 -0.017 0.009
H 0.30798 2.87245 -5.75337 0.015 -0.020 0.028
H -0.92113 0.75664 -5.44172 -0.004 0.012 0.040
```
Positions in Å, forces in eV/Å.